1.
ORCA calculation (the ωB97M-V functional and the def2-TZVPD basis) on 8 unconnected molecules or ions with the total composition C24H56N8O8 in a non-equilibrium geometry.

Its calculated total energy is -1987.9378 a.u. The value obtained for the HOMO energy is -8.64 eV. The lowest unoccupied orbital energy is 0.03 eV. The calculation puts the largest force on an atom at 0.0934 Eh/bohr. For the HOMO-LUMO gap, the calculation gives 8.671 eV. The calculation puts the energy above the lowest of the compared OMol25 structures with the same formula, charge and spin at 7.389 eV.

```
96
Properties=species:S:1:pos:R:3:forces:R:3
C 8.441455 10.725040 13.666330 0.242 -0.012 -1.897
O 8.937605 10.712140 12.537820 0.031 0.094 1.186
N 7.308935 11.377690 13.949380 -1.950 0.706 1.361
C 6.537655 12.209230 13.013760 1.826 -0.247 -0.171
C 6.522475 11.048560 15.142750 0.326 -0.899 -0.374
H 8.854135 10.195220 14.538790 0.097 -0.058 -0.141
H 5.859495 11.601890 12.414310 -0.261 0.186 0.144
H 7.277725 12.663770 12.355130 -0.191 -0.100 -0.208
H 6.081925 13.029390 13.568520 -0.348 -0.307 -0.026
H 6.247315 11.912020 15.748410 0.258 0.008 -0.034
H 5.615095 10.529810 14.833460 -0.314 0.234 -0.137
H 7.031895 10.271890 15.713160 0.279 0.387 0.310
C 7.304905 18.616750 12.517030 2.184 -1.067 -0.735
O 8.262065 17.967220 12.982430 -1.718 1.488 -0.792
N 7.390555 19.471530 11.427220 0.236 -0.979 1.111
C 6.165585 20.043810 10.886750 -0.305 0.246 0.639
C 8.690415 19.750360 10.755030 -0.819 0.032 0.668
H 6.281545 18.447700 12.886300 0.045 0.355 -0.024
H 5.301965 19.745880 11.481320 0.198 -0.309 0.303
H 5.887875 19.725580 9.881900 0.567 0.117 -0.240
H 6.161435 21.128100 10.998070 0.221 0.131 -0.492
H 8.816405 20.832580 10.723110 -0.197 0.040 -0.662
H 9.573885 19.428320 11.306270 -0.519 -0.519 0.367
H 8.681355 19.240990 9.791410 0.152 0.502 -0.090
C 14.085005 13.982440 6.310240 -3.047 -2.429 -1.565
O 13.511645 13.234670 5.445140 2.086 2.394 2.050
N 13.751785 13.884070 7.621520 -0.240 0.308 -1.158
C 14.373535 14.686860 8.662580 -0.573 -0.790 1.006
C 12.604475 13.034380 8.067150 1.074 0.701 0.432
H 14.760435 14.810350 6.044620 0.200 -0.363 0.112
H 14.882675 13.969550 9.306270 0.539 0.246 0.171
H 13.600165 15.088580 9.317280 -0.126 0.231 -0.123
H 15.028285 15.517790 8.399980 -0.066 -0.360 -0.614
H 12.930665 12.590700 9.007810 -0.159 -0.322 -0.056
H 11.782955 13.690950 8.353690 -0.110 0.016 -0.205
H 12.264585 12.278910 7.358750 0.502 0.353 -0.150
C 14.913555 18.495370 11.913680 0.315 0.226 0.473
O 14.632205 17.785760 10.971930 0.241 0.006 -0.418
N 14.026765 18.895540 12.833340 -2.024 0.286 0.773
C 14.301305 19.494440 14.135180 2.160 -0.472 -0.263
C 12.611695 18.695570 12.594640 -0.264 0.516 0.048
H 15.905895 18.924410 12.121990 0.296 -0.274 -0.178
H 14.536975 18.735090 14.880800 -0.183 -0.294 0.031
H 13.571305 20.145380 14.616290 -0.338 0.043 -0.920
H 15.242445 20.024890 13.990330 0.007 0.417 0.365
H 12.173545 17.983460 13.293940 -0.045 -0.204 -0.168
H 12.180555 19.675270 12.800580 -0.483 -0.043 0.003
H 12.391715 18.451960 11.555230 0.257 -0.267 0.201
C 10.088395 20.316680 6.298410 0.177 1.309 1.224
O 11.065045 20.778950 5.774820 0.625 0.660 -0.816
N 9.877605 19.048760 6.540340 -0.954 -1.316 0.638
C 8.646725 18.557570 7.103220 -0.096 -1.119 -0.603
C 10.691985 17.985150 6.078520 1.067 -0.695 -0.317
H 9.319445 20.886260 6.842930 -0.239 0.707 -0.454
H 8.819425 18.163010 8.104520 -0.315 0.296 0.217
H 8.444565 17.674370 6.497260 -0.472 -0.231 0.084
H 7.755735 19.172650 6.977060 0.401 0.450 0.384
H 11.709025 18.273810 5.813210 -0.340 0.432 -0.315
H 10.843135 17.259830 6.878000 -0.293 -0.209 0.048
H 10.156035 17.523050 5.249470 0.449 -0.381 -0.195
C 10.085775 8.152430 8.692760 0.633 -1.483 -1.791
O 9.768205 7.042700 8.298570 -0.122 -0.310 0.826
N 9.428115 9.241920 8.308090 0.560 1.630 0.643
C 9.918315 10.582340 8.598840 -0.033 -0.776 -0.833
C 8.129325 9.276230 7.766330 -2.211 -0.403 -0.283
H 11.067675 8.335650 9.155900 -0.256 0.158 0.464
H 9.820675 11.045510 7.616980 0.180 0.839 0.244
H 10.976985 10.544840 8.855600 -0.197 0.144 0.358
H 9.275495 11.059480 9.338570 0.282 0.240 0.146
H 7.967585 9.986090 6.955130 0.698 0.179 -0.180
H 7.697665 8.345360 7.398570 0.718 -0.306 0.225
H 7.434375 9.619000 8.532920 -0.230 0.074 0.303
C 12.212095 8.818900 12.294310 1.121 -0.143 -0.185
O 12.041505 7.683360 11.932270 -0.198 -0.907 -0.566
N 13.145055 9.664400 11.752910 -0.892 1.368 0.046
C 13.261035 10.991400 12.334670 -0.210 0.637 0.314
C 14.184855 9.279790 10.791940 -0.388 -0.828 1.257
H 11.674415 9.157490 13.193450 0.060 0.798 -0.280
H 13.860365 11.032400 13.244190 0.385 -0.263 0.055
H 12.299505 11.423200 12.612360 -0.219 -0.335 -0.164
H 13.669725 11.727210 11.642100 0.090 -0.297 -0.223
H 15.052485 9.142470 11.437280 0.550 -0.269 -0.475
H 13.892135 8.328630 10.347310 0.153 0.075 -0.013
H 14.439745 10.009980 10.023860 -0.533 0.220 0.153
C 10.221715 13.639750 10.860700 0.948 -2.485 0.937
O 11.401705 13.352610 10.854030 0.576 -0.239 0.255
N 9.716345 14.739770 10.420370 -1.669 4.241 -1.521
C 8.263375 14.927150 10.468950 0.020 0.286 0.876
C 10.548865 15.873670 9.919970 -0.156 -0.929 0.316
H 9.435685 12.970170 11.242830 0.236 -0.403 0.100
H 7.927185 15.731440 11.123300 0.633 0.517 0.149
H 7.846755 14.070220 10.998300 -0.144 -0.237 -0.722
H 7.781145 15.150090 9.517190 0.272 -0.542 -0.282
H 11.607295 15.614640 9.947250 -0.219 -0.321 0.046
H 10.280275 16.078990 8.883730 -0.108 0.185 0.051
H 10.447825 16.751650 10.557970 -0.400 0.026 -0.049
```
Positions in Å, forces in eV/Å.


2.
ORCA calculation (the ωB97M-V functional and the def2-TZVPD basis) on a molecular structure, C24H56N8O9V in a non-equilibrium geometry.

As for the charge: +2. Its calculated total energy is -3006.8901 a.u. The value obtained for the HOMO energy (alpha / beta) is -12.77 / -12.77 eV. The multiplicity is 2. The lowest unoccupied orbital energy (alpha / beta) is -4.97 / -4.31 eV. The calculation puts the largest force on an atom at 0.0692 Eh/bohr. For the HOMO-LUMO gap (alpha / beta), the calculation gives 7.805 / 8.467 eV. The expectation value of S² is 0.8015. The calculation puts the energy above the lowest of the compared OMol25 structures with the same formula, charge and spin at 0.557 eV.

```
98
Properties=species:S:1:pos:R:3:forces:R:3
O 0.173172 1.226479 -0.877192 0.153 -1.854 2.484
V 0.064196 0.139126 0.273214 -0.252 2.543 -2.476
C -1.593402 2.414603 -5.492727 -0.357 -0.500 -0.330
O -2.691498 1.939948 -5.713316 0.036 0.115 0.118
N -1.114693 2.721803 -4.268417 0.497 0.072 -0.121
C 0.249345 3.149985 -4.064492 0.503 0.172 0.891
C -1.944850 2.623919 -3.104447 -1.449 0.406 0.418
H -0.880771 2.582016 -6.314730 0.165 0.147 0.133
H 0.702863 2.549146 -3.266963 -0.076 -0.061 -0.039
H 0.293098 4.184666 -3.710153 -0.072 0.038 -0.144
H 0.914888 3.056722 -4.919629 -0.447 -0.059 -0.354
H -2.016732 3.559040 -2.537524 0.629 0.118 -0.081
H -2.986733 2.482785 -3.397117 0.164 -0.313 -0.368
H -1.697678 1.826738 -2.409937 0.405 -0.162 -0.033
C -1.006550 -2.072963 -2.091523 -0.333 0.244 -0.747
O -0.844327 -1.118156 -1.331565 0.260 -0.138 0.770
N -1.222497 -1.915135 -3.391099 0.647 -0.281 0.103
C -1.534004 -3.029424 -4.261314 -0.714 -0.094 -0.291
C -1.083528 -0.621081 -4.018558 -0.034 0.373 -1.161
H -1.057056 -3.127866 -1.797362 0.121 0.035 0.349
H -1.523560 -3.985227 -3.740684 0.208 0.096 0.161
H -0.868625 -3.067686 -5.122589 0.150 0.027 0.119
H -2.552243 -2.896676 -4.639768 0.086 -0.022 -0.091
H -0.480816 -0.689330 -4.933444 0.240 -0.395 0.248
H -2.034451 -0.274958 -4.437007 -0.115 0.225 0.596
H -0.589075 0.094271 -3.370811 -0.305 -0.020 0.236
C -0.356851 2.630646 2.633399 -0.155 0.491 0.337
O -0.182474 1.755780 1.792160 0.327 -0.437 -0.105
N -1.081590 3.732043 2.472312 -0.475 -0.033 -0.181
C -1.209457 4.709831 3.536979 0.566 1.021 -0.225
C -1.669985 4.103686 1.200357 0.175 -0.222 -0.652
H 0.068771 2.625305 3.650445 0.171 -0.528 -0.138
H -2.153590 5.245937 3.446955 -0.301 -0.547 0.309
H -0.485599 5.525775 3.405565 0.188 -0.272 -0.015
H -1.037345 4.273456 4.515889 -0.294 -0.064 0.032
H -1.250812 5.064125 0.896713 -0.122 0.003 -0.096
H -1.435633 3.352399 0.445815 0.227 0.019 0.087
H -2.758136 4.176800 1.224351 0.010 0.143 0.406
C -3.270566 0.868312 0.572020 -0.617 -0.402 0.328
O -2.124467 0.654707 0.200207 0.427 -0.001 0.110
N -4.176899 -0.066783 0.856784 -0.182 -0.158 -0.225
C -5.513736 0.265633 1.309188 -0.833 0.150 -0.467
C -3.909980 -1.483515 0.703403 0.515 -0.478 0.813
H -3.710580 1.865524 0.717562 0.432 0.204 -0.119
H -5.725114 1.334351 1.343184 0.497 0.075 0.027
H -5.753744 -0.151666 2.287303 0.263 -0.114 0.031
H -6.241419 -0.123937 0.593033 0.021 -0.175 0.085
H -4.464262 -2.008374 -0.074544 -0.236 0.515 -0.200
H -2.847084 -1.651767 0.541023 0.002 0.187 -0.064
H -4.179741 -1.957736 1.652261 0.032 -0.131 -0.069
C -0.697030 -1.512409 3.245701 0.032 0.008 0.645
O -0.629164 -0.955491 2.156637 -0.269 0.319 -0.202
N -1.503089 -1.165387 4.253418 0.036 -0.288 -0.368
C -1.672212 -2.049448 5.387322 -0.386 -0.175 0.882
C -2.447336 -0.097988 4.110478 -0.861 1.341 0.297
H -0.055075 -2.358172 3.529832 0.091 -0.055 -0.267
H -0.827108 -2.720329 5.520722 0.014 -0.035 -0.267
H -2.601282 -2.622833 5.323257 0.126 -0.127 -0.308
H -1.777059 -1.500800 6.325740 0.226 0.321 -0.201
H -2.584204 0.451343 5.047422 0.358 -0.261 0.136
H -2.135154 0.651726 3.386704 0.238 -0.331 -0.218
H -3.467804 -0.399312 3.858764 0.147 -0.487 -0.240
C 1.677115 -2.721426 0.967953 -0.209 -0.475 0.136
O 1.077878 -1.817522 0.400715 0.129 0.113 -0.217
N 1.161493 -3.924060 1.218341 0.317 0.030 0.437
C 1.966276 -4.950171 1.863879 -0.291 -1.056 -0.005
C -0.149274 -4.338425 0.764790 -0.185 -0.383 -0.165
H 2.710625 -2.674801 1.336232 0.044 0.501 -0.075
H 1.374518 -5.475176 2.617448 -0.139 0.207 0.013
H 2.862496 -4.613691 2.377864 -0.010 0.494 -0.293
H 2.235132 -5.721626 1.138226 0.175 0.096 -0.039
H -0.657140 -4.907781 1.543911 0.025 0.177 0.159
H -0.756959 -3.489183 0.471117 0.119 0.164 0.061
H -0.055403 -5.029618 -0.077136 0.058 0.108 -0.105
C 3.391131 0.557823 1.279363 -0.050 1.157 0.288
O 2.234726 0.634338 0.892257 -0.967 -0.560 -0.276
N 3.999156 1.602034 1.850354 0.211 -0.830 0.479
C 5.307761 1.445629 2.439407 1.192 0.803 0.315
C 3.360375 2.886923 2.007864 0.510 0.829 -0.390
H 4.053892 -0.305670 1.189539 -0.184 -0.352 -0.102
H 5.651340 0.423562 2.582729 -0.436 -0.172 -0.254
H 5.363150 1.923858 3.421182 -0.368 -0.119 0.038
H 6.080871 1.968569 1.865032 -0.162 -0.097 -0.209
H 2.460085 2.949653 1.406888 -0.093 -0.174 0.092
H 3.185541 3.178249 3.045348 -0.206 -0.474 0.121
H 4.061692 3.645269 1.643665 -0.087 -0.027 -0.132
C 2.831257 -0.437451 -3.042370 0.170 0.306 0.700
O 2.266247 -0.163884 -1.991660 -0.095 -0.238 -0.504
N 4.059664 -0.970988 -3.104496 -0.285 -0.500 -0.927
C 4.742304 -1.433396 -1.934191 0.917 -0.405 0.768
C 4.715254 -1.297799 -4.372917 0.069 -0.006 0.344
H 2.415284 -0.227959 -4.037664 -0.161 0.016 -0.029
H 4.076306 -1.670768 -1.107151 -0.317 0.183 -0.192
H 5.510499 -0.748560 -1.554596 -0.257 0.326 -0.151
H 5.314480 -2.338223 -2.157677 -0.248 -0.065 -0.200
H 4.184196 -0.987370 -5.270790 -0.213 0.564 0.320
H 5.685415 -0.804141 -4.304615 0.148 -0.345 -0.579
H 4.794934 -2.380370 -4.498086 0.381 0.017 0.284
```
Positions in Å, forces in eV/Å.